{"formula": "C29H52N2NiOP2SSi2Te", "method": "ωB97M-V/def2-TZVPD", "charge": 2, "relative_energy_kj_mol": 70.37, "s_squared": 2.013, "multiplicity": 3, "symbols": ["Ni", "C", "P", "C", "C", "C", "C", "C", "C", "C", "P", "C", "C", "H", "H", "H", "H", "H", "H", "H", "H", "H", "H", "H", "H", "H", "H", "H", "H", "C", "Si", "C", "C", "C", "Te", "C", "Si", "C", "C", "C", "H", "H", "H", "H", "H", "H", "H", "H", "H", "H", "H", "H", "H", "H", "H", "H", "H", "H", "H", "H", "H", "H", "C", "C", "C", "N", "C", "S", "N", "C", "O", "C", "C", "C", "C", "C", "C", "H", "H", "H", "H", "H", "H", "H", "H", "H", "H", "H", "H", "H", "H"], "positions_angstrom": [[0.3417, -0.1616, -0.0630], [0.3795, -0.8132, 3.6885], [-0.1621, 0.0314, 2.1629], [-0.2019, 1.7762, 2.6933], [-1.9220, -0.4567, 2.0194], [-2.8917, 0.0260, 2.8911], [-4.2183, -0.3499, 2.7420], [-4.5828, -1.2270, 1.7313], [-3.6249, -1.7278, 0.8629], [-2.2932, -1.3498, 1.0000], [-0.9705, -1.9715, -0.0912], [-1.7905, -2.8910, -1.4291], [-0.2166, -3.3344, 0.8683], [-0.2990, -0.5350, 4.4944], [1.3901, -0.4918, 3.9381], [0.3654, -1.8949, 3.5735], [-0.7584, 1.8724, 3.6234], [-0.6695, 2.3862, 1.9206], [0.8163, 2.1299, 2.8586], [-2.6180, 0.7025, 3.6902], [-4.9659, 0.0473, 3.4151], [-5.6169, -1.5237, 1.6191], [-3.9185, -2.4219, 0.0864], [-2.5482, -2.2890, -1.9270], [-2.2455, -3.7848, -1.0022], [-1.0527, -3.1866, -2.1736], [-1.0012, -3.9593, 1.2942], [0.4114, -2.9441, 1.6657], [0.4017, -3.9386, 0.2027], [5.7520, 1.3440, 0.4968], [5.1590, -0.2796, 1.2462], [3.9137, 0.0881, 2.6230], [6.5803, -1.3905, 1.7450], [4.0772, -1.2328, -0.0400], [2.6809, 0.0953, -0.9474], [2.3879, -1.0280, -2.7343], [3.5060, -0.2897, -4.1236], [3.2362, -1.3544, -5.6460], [2.8686, 1.4767, -4.3439], [5.2945, -0.3101, -3.5452], [6.2896, 1.9266, 1.2478], [4.9265, 1.9610, 0.1384], [6.4419, 1.1838, -0.3342], [4.3044, 0.7944, 3.3574], [3.6440, -0.8266, 3.1561], [3.0007, 0.5189, 2.1984], [7.1859, -0.9073, 2.5146], [7.2348, -1.5938, 0.8960], [6.2403, -2.3469, 2.1447], [3.5357, -2.0394, 0.4543], [4.6659, -1.6599, -0.8526], [1.3421, -0.9549, -3.0408], [2.6270, -2.0686, -2.5172], [2.1782, -1.5003, -5.8689], [3.6943, -2.3378, -5.5282], [3.7016, -0.8825, -6.5143], [1.8130, 1.4882, -4.6316], [3.4202, 1.9966, -5.1300], [2.9839, 2.0631, -3.4290], [5.6656, -1.3303, -3.4273], [5.4362, 0.2202, -2.6007], [5.9260, 0.1714, -4.2945], [0.5718, 4.5879, -5.5862], [-0.3346, 4.9966, -4.4272], [-0.2437, 4.0660, -3.2278], [-0.7531, 2.7430, -3.5906], [-0.7973, 1.7110, -2.7850], [-0.2409, 1.8753, -1.1789], [-1.2277, 0.4752, -3.1930], [-1.4045, -0.1588, -4.4577], [-1.1750, -1.3429, -4.4767], [-1.8358, 0.6075, -5.6471], [-1.2235, 0.2938, -6.8600], [-1.5826, 0.9689, -8.0143], [-2.5772, 1.9365, -7.9739], [-3.2334, 2.2087, -6.7799], [-2.8721, 1.5459, -5.6185], [0.4499, 5.2819, -6.4166], [0.3451, 3.5861, -5.9627], [1.6216, 4.6098, -5.2904], [-1.3740, 5.0530, -4.7630], [-0.0591, 5.9951, -4.0882], [-0.8265, 4.4586, -2.3925], [0.7904, 3.9621, -2.8894], [-1.1024, 2.6345, -4.5341], [-1.0950, -0.2147, -2.4726], [-0.4662, -0.4789, -6.8848], [-1.0933, 0.7322, -8.9493], [-2.8609, 2.4626, -8.8752], [-4.0373, 2.9323, -6.7528], [-3.4364, 1.7127, -4.7073]], "forces_ev_per_a": [[-0.4, 1.0, -0.5], [0.2, 0.0, -0.3], [-0.5, 0.0, 0.8], [0.1, -0.1, -0.2], [0.1, 0.0, -0.1], [0.0, 0.0, 0.0], [0.0, 0.0, 0.0], [0.0, 0.0, 0.0], [0.1, -0.1, 0.0], [0.1, 0.1, -0.1], [-0.3, -1.1, 0.5], [0.1, 0.3, -0.1], [0.0, 0.1, -0.2], [0.0, 0.0, 0.0], [0.0, 0.0, 0.0], [0.0, 0.0, 0.0], [0.0, 0.0, 0.0], [0.0, 0.0, 0.0], [0.0, 0.0, 0.0], [0.0, 0.0, 0.0], [0.0, 0.0, 0.0], [0.0, 0.0, 0.0], [0.0, 0.0, 0.0], [0.0, 0.0, 0.0], [-0.1, 0.0, 0.0], [0.0, 0.0, 0.0], [0.0, 0.0, 0.0], [0.0, 0.0, 0.0], [0.0, 0.0, 0.0], [0.0, -0.3, 0.1], [-0.2, 0.0, -0.2], [0.3, -0.1, 0.0], [-0.2, 0.2, 0.1], [0.3, 0.3, 0.3], [0.6, -0.6, 0.1], [0.3, 0.3, -0.5], [-0.3, -0.1, 0.1], [0.2, 0.3, 0.1], [0.2, -0.2, -0.1], [-0.3, 0.0, -0.2], [0.0, 0.0, 0.0], [0.0, 0.0, 0.0], [0.0, 0.0, 0.0], [0.0, 0.0, 0.0], [0.0, 0.0, 0.0], [0.0, 0.0, 0.0], [0.0, 0.0, 0.0], [0.0, 0.0, 0.0], [0.0, 0.0, 0.0], [-0.1, 0.0, -0.1], [0.0, 0.1, -0.1], [0.0, 0.0, 0.1], [-0.1, 0.0, 0.1], [0.0, 0.0, 0.0], [0.0, 0.0, 0.0], [0.0, 0.0, 0.0], [0.0, 0.0, 0.0], [0.0, 0.0, 0.0], [0.0, 0.0, 0.0], [0.0, 0.0, 0.0], [0.0, 0.1, 0.0], [0.0, 0.0, 0.0], [-0.1, 0.1, 0.0], [0.1, -0.1, -0.1], [0.1, 0.3, 0.0], [-0.2, -0.3, 0.0], [0.2, -0.2, -0.3], [-0.1, 0.1, 0.3], [-0.2, 0.4, 0.0], [0.1, -0.1, 0.0], [0.0, 0.0, 0.0], [-0.1, 0.1, -0.1], [0.1, 0.0, 0.1], [0.0, 0.0, 0.0], [0.0, 0.0, 0.1], [0.0, 0.1, 0.0], [0.1, -0.1, 0.2], [0.0, 0.0, 0.0], [0.0, 0.0, 0.0], [0.0, -0.1, 0.0], [0.0, 0.0, 0.0], [-0.1, 0.0, 0.0], [0.0, -0.1, 0.0], [0.0, 0.0, 0.0], [-0.1, -0.1, -0.1], [0.0, -0.2, 0.1], [0.0, 0.0, 0.0], [0.0, 0.0, 0.0], [0.0, 0.0, 0.0], [0.0, 0.0, 0.0], [0.1, 0.1, 0.1]]}



{"formula": "C29H53BDyO2P2", "method": "ωB97M-V/def2-TZVPD", "energy_ev": -78360.3434, "charge": 1, "s_squared": 9.335, "multiplicity": 6, "symbols": ["Dy", "C", "C", "C", "C", "C", "C", "H", "H", "H", "C", "H", "H", "H", "C", "H", "H", "H", "C", "H", "H", "H", "C", "H", "H", "H", "C", "C", "C", "C", "C", "C", "C", "C", "H", "H", "H", "H", "H", "H", "H", "H", "H", "H", "H", "H", "P", "C", "C", "P", "C", "C", "C", "H", "H", "H", "H", "H", "H", "H", "H", "H", "H", "H", "H", "H", "H", "C", "C", "C", "O", "B", "O", "C", "C", "C", "H", "H", "H", "H", "H", "H", "H", "H", "H", "H", "H", "H"], "positions_angstrom": [[0.3393, -0.9245, 1.4292], [-0.5453, -3.0073, 2.4670], [0.7658, -3.3026, 1.9517], [1.0004, -1.8003, 3.7100], [-0.3938, -2.0904, 3.5594], [1.7209, -2.5446, 2.7171], [-1.8365, -3.5531, 1.9647], [-1.7372, -3.9427, 0.9445], [-2.6316, -2.7956, 1.9739], [-2.1891, -4.3863, 2.5927], [-1.4915, -1.4549, 4.3282], [-2.4559, -1.9201, 4.0802], [-1.5606, -0.3756, 4.1202], [-1.3376, -1.5692, 5.4076], [1.5766, -0.8146, 4.6570], [1.5075, -1.1658, 5.6968], [1.0487, 0.1469, 4.6099], [2.6402, -0.6422, 4.4458], [3.1948, -2.5240, 2.5169], [3.7053, -3.1559, 3.2608], [3.6085, -1.5122, 2.6292], [3.4678, -2.9067, 1.5259], [1.0951, -4.3085, 0.9040], [1.3480, -5.2804, 1.3681], [1.9639, -4.0035, 0.3036], [0.2476, -4.4842, 0.2290], [-1.3959, 0.4279, -5.2134], [-1.5288, -0.8986, -5.3589], [-0.6931, -1.8076, -6.2055], [0.7291, -1.3202, -6.5592], [1.5568, -0.8607, -5.3918], [1.6302, 0.3858, -4.9005], [0.8801, 1.5835, -5.3980], [-0.5055, 1.3195, -6.0202], [-1.2231, -2.0223, -7.1490], [0.6841, -0.5715, -7.3635], [-0.6022, -2.7744, -5.6838], [-0.3924, 0.9666, -7.0548], [-2.0745, 0.9716, -4.5401], [-2.4030, -1.3982, -4.9147], [-1.0039, 2.3012, -6.0794], [0.7570, 2.2807, -4.5554], [2.4120, 0.6407, -4.1727], [1.4937, 2.1138, -6.1465], [1.2495, -2.1966, -6.9844], [2.2371, -1.6377, -5.0075], [-1.0068, -0.7241, -0.9828], [-2.4371, 0.3551, -1.2716], [-1.2289, -1.9776, -2.2694], [1.9627, -0.1293, -0.7069], [0.4203, 0.2421, -1.7038], [2.9454, -1.0807, -1.8920], [2.8429, 1.4526, -0.6484], [-2.4703, 1.1287, -0.4902], [-3.3448, -0.2621, -1.2034], [-2.3759, 0.8248, -2.2682], [-1.2735, -1.4889, -3.2530], [-2.1754, -2.5043, -2.0992], [-0.4100, -2.7045, -2.2745], [2.9012, 1.8899, -1.6556], [3.8535, 1.2576, -0.2668], [2.3338, 2.1490, 0.0317], [0.1984, 1.3159, -1.6502], [0.5762, -0.0189, -2.7611], [3.9601, -1.1813, -1.4860], [2.9969, -0.5898, -2.8751], [2.5229, -2.0823, -2.0240], [-2.9941, 3.0052, 4.0039], [-1.8188, 3.0255, 3.0527], [-2.0880, 4.1027, 2.0007], [-1.7533, 1.7606, 2.3947], [-0.4102, 1.4434, 2.3452], [0.4501, 2.3539, 2.9336], [-0.3996, 3.1882, 3.7192], [0.1610, 4.5951, 3.7102], [-0.3452, 2.6948, 5.1688], [-2.9146, 2.2083, 4.7529], [-3.9279, 2.8393, 3.4534], [-3.0629, 3.9740, 4.5143], [-3.0122, 3.8717, 1.4565], [-2.2376, 5.0696, 2.4966], [-1.2735, 4.2003, 1.2707], [-0.4612, 5.2496, 4.3368], [1.1760, 4.5960, 4.1261], [0.2151, 5.0214, 2.7011], [-0.7634, 1.6852, 5.3009], [0.7012, 2.6634, 5.5039], [-0.8909, 3.3950, 5.8143]], "forces_ev_per_a": [[-0.3, 1.8, 0.5], [1.1, -0.1, 0.6], [-0.1, 0.0, 1.5], [-0.5, -1.0, -0.8], [1.0, -0.6, -0.7], [-1.2, -0.5, 0.4], [-0.4, -0.4, 0.0], [-0.1, 0.1, 0.2], [0.1, -0.2, -0.1], [0.1, 0.2, -0.2], [-0.5, 0.1, 0.3], [0.2, 0.2, 0.1], [-0.1, -0.2, 0.1], [0.0, 0.0, -0.1], [0.3, 0.3, 0.5], [0.0, 0.1, -0.2], [0.2, -0.1, 0.0], [-0.3, 0.1, 0.1], [0.6, -0.2, 0.1], [-0.1, 0.2, -0.2], [0.0, -0.2, -0.1], [0.0, 0.1, 0.2], [0.1, -0.4, -0.2], [-0.1, 0.4, -0.2], [-0.2, -0.1, 0.1], [0.2, 0.0, 0.1], [-0.6, -0.5, -0.1], [-0.6, 0.6, -0.2], [0.2, -0.1, -0.2], [-0.1, -0.5, -0.4], [0.5, 0.3, 0.3], [0.5, -0.5, -0.6], [-0.2, 0.3, 0.0], [0.3, 0.6, -0.1], [0.1, 0.0, 0.3], [0.1, -0.3, 0.4], [-0.1, 0.2, -0.1], [-0.2, 0.1, 0.5], [0.1, -0.4, -0.3], [0.5, 0.3, 0.1], [0.1, -0.3, -0.1], [0.0, -0.1, -0.2], [-0.4, -0.3, -0.2], [-0.1, -0.1, 0.3], [-0.2, 0.4, 0.0], [-0.3, 0.5, 0.1], [-0.3, 0.1, -1.3], [-0.2, 0.3, 0.0], [-0.1, -0.3, -0.3], [0.2, 0.2, -1.1], [0.1, 0.1, 0.5], [0.4, -0.2, -0.3], [0.1, 0.3, -0.1], [-0.1, -0.2, -0.3], [0.2, 0.3, 0.0], [-0.1, -0.2, 0.4], [0.1, -0.2, 0.5], [0.2, 0.0, 0.0], [-0.1, 0.1, 0.1], [0.1, 0.0, 0.3], [-0.2, 0.2, -0.1], [0.2, -0.1, -0.2], [0.0, -0.2, 0.1], [-0.1, 0.0, 0.3], [-0.2, -0.1, -0.1], [0.0, -0.2, 0.5], [0.1, 0.1, 0.0], [-0.2, -0.1, 0.5], [-0.3, 1.3, 0.2], [-0.1, 0.1, -0.2], [1.3, -0.8, -0.2], [0.1, 0.1, -0.2], [-0.6, -1.3, -0.8], [-0.4, 0.8, 1.1], [0.0, 0.5, -0.2], [0.0, -0.2, 0.1], [0.0, 0.2, -0.1], [0.2, 0.1, 0.0], [-0.1, -0.2, 0.0], [0.2, -0.1, 0.1], [0.1, -0.2, -0.2], [-0.1, -0.1, 0.2], [0.2, -0.1, -0.2], [-0.2, -0.1, 0.0], [0.0, -0.1, 0.3], [0.0, 0.3, -0.1], [-0.3, 0.1, -0.1], [0.1, -0.3, -0.1]]}



{"formula": "C29H53BHoO2P2", "method": "ωB97M-V/def2-TZVPD", "charge": 1, "relative_energy_kj_mol": 0.00, "s_squared": 6.006, "multiplicity": 5, "symbols": ["Ho", "C", "C", "C", "C", "C", "C", "H", "H", "H", "C", "H", "H", "H", "C", "H", "H", "H", "C", "H", "H", "H", "C", "H", "H", "H", "C", "C", "C", "C", "C", "C", "C", "C", "H", "H", "H", "H", "H", "H", "H", "H", "H", "H", "H", "H", "P", "C", "C", "P", "C", "C", "C", "H", "H", "H", "H", "H", "H", "H", "H", "H", "H", "H", "H", "H", "H", "C", "C", "C", "O", "B", "O", "C", "C", "C", "H", "H", "H", "H", "H", "H", "H", "H", "H", "H", "H", "H"], "positions_angstrom": [[0.9313, -0.9346, 0.4274], [-1.0757, -1.7628, 1.8385], [-0.6879, -2.8099, 0.9384], [1.0917, -2.3978, 2.3776], [0.0051, -1.5345, 2.7394], [0.6447, -3.2240, 1.2886], [-2.4318, -1.1709, 2.0040], [-3.1208, -1.4999, 1.2172], [-2.4005, -0.0730, 1.9797], [-2.8865, -1.4458, 2.9701], [-0.0652, -0.6124, 3.9029], [-1.0440, -0.6789, 4.4004], [0.0539, 0.4379, 3.6012], [0.7031, -0.8506, 4.6463], [2.4431, -2.3807, 3.0055], [2.3670, -2.5291, 4.0934], [2.9760, -1.4255, 2.8474], [3.0753, -3.1849, 2.6097], [1.3503, -4.3904, 0.6923], [2.1702, -4.7223, 1.3411], [1.7761, -4.1879, -0.3030], [0.6525, -5.2312, 0.5723], [-1.5595, -3.5124, -0.0398], [-1.7234, -4.5635, 0.2495], [-1.1116, -3.5351, -1.0431], [-2.5364, -3.0249, -0.1318], [-3.6358, 1.5574, -0.6904], [-4.5277, 0.7135, -1.2277], [-4.4263, 0.0146, -2.5599], [-3.3679, 0.5180, -3.5803], [-2.0418, -0.2433, -3.5335], [-1.6376, -0.7174, -2.1657], [-1.4491, 0.2994, -1.0247], [-2.1953, 1.6535, -1.1102], [-5.4034, 0.1082, -3.0673], [-3.2389, 1.6019, -3.4958], [-4.2948, -1.0672, -2.3973], [-2.0496, 2.1195, -2.0952], [-3.9064, 2.2391, 0.1225], [-5.4599, 0.4880, -0.6914], [-1.6823, 2.3215, -0.4001], [-1.7637, -0.2184, -0.1005], [-2.1731, -1.6283, -1.8495], [-0.3754, 0.6039, -0.8640], [-3.7835, 0.3538, -4.5856], [-2.1787, -1.1287, -4.1891], [-0.4694, 0.5429, -4.0837], [-0.3997, 2.3310, -4.0248], [-0.5267, 0.0365, -5.8261], [0.4579, -1.4419, -2.0704], [0.9666, -0.1945, -3.3454], [0.2487, -2.9374, -3.1041], [2.3632, -1.6922, -1.4477], [0.1568, 2.6880, -3.1483], [-1.3827, 2.8313, -4.0569], [0.1586, 2.6321, -4.9239], [-0.0721, 0.8182, -6.4423], [-1.5621, -0.1157, -6.1604], [0.0211, -0.9048, -5.9616], [2.7360, -2.4514, -2.1507], [2.5078, -2.1260, -0.4136], [2.9441, -0.7631, -1.5621], [1.5884, 0.6058, -2.9102], [1.5891, -0.6956, -4.1051], [0.3815, -3.8326, -2.4789], [1.0134, -2.9669, -3.8944], [-0.7479, -2.9829, -3.5646], [0.7012, 3.4675, 4.0309], [1.5204, 3.0919, 2.8212], [1.6940, 4.3470, 1.9699], [0.7684, 2.1500, 2.0571], [1.7111, 1.2623, 1.5932], [3.0084, 1.4457, 2.0130], [2.8844, 2.3626, 3.0989], [4.1168, 3.2349, 3.0843], [2.8992, 1.5953, 4.4203], [0.4544, 2.6051, 4.6624], [-0.2378, 3.9307, 3.7014], [1.2483, 4.2047, 4.6319], [0.7048, 4.7101, 1.6631], [2.1623, 5.1379, 2.5679], [2.2970, 4.1774, 1.0677], [4.0758, 3.9501, 3.9133], [5.0025, 2.6059, 3.2290], [4.2286, 3.7779, 2.1406], [2.0747, 0.8746, 4.5237], [3.8460, 1.0436, 4.5048], [2.8611, 2.3004, 5.2617]], "forces_ev_per_a": [[-0.2, 1.7, 0.7], [0.7, -1.0, 0.2], [0.5, 0.1, 1.0], [-1.2, -0.4, -0.1], [0.1, -0.5, -0.7], [-0.7, 0.6, 0.7], [-0.5, 0.4, 0.0], [0.1, 0.1, 0.1], [-0.1, -0.1, 0.0], [0.2, 0.0, -0.3], [-0.1, 0.5, 0.4], [0.2, -0.1, -0.1], [0.0, -0.3, 0.2], [-0.1, 0.0, -0.1], [0.5, -0.1, 0.3], [0.1, 0.1, -0.3], [-0.1, -0.2, 0.1], [-0.1, 0.2, 0.1], [0.3, -0.4, -0.3], [-0.2, 0.0, -0.2], [-0.1, -0.2, 0.2], [0.2, 0.1, 0.1], [-0.2, -0.4, -0.5], [0.0, 0.3, 0.0], [-0.3, -0.1, 0.3], [0.2, -0.2, 0.0], [-0.4, -0.1, -0.3], [0.0, 0.3, 0.2], [0.2, -0.4, -0.4], [-0.6, 0.4, -0.8], [0.3, -0.2, 1.5], [1.5, -1.1, 0.6], [-0.7, 0.0, -0.4], [0.6, 0.4, 0.4], [0.3, 0.0, 0.3], [-0.2, -0.2, 0.0], [-0.1, 0.2, -0.1], [0.0, -0.2, 0.4], [-0.1, -0.7, 0.1], [0.2, 0.5, -0.3], [-0.2, -0.1, -0.2], [0.2, 0.4, -0.3], [0.1, 0.6, -0.1], [-0.2, -0.1, -0.4], [-0.1, 0.2, 0.2], [0.5, 0.4, 0.3], [-1.9, -0.6, -1.7], [0.3, 0.7, -0.2], [0.4, 0.4, -0.5], [-2.4, 0.4, 0.2], [0.8, 0.4, 0.4], [0.5, -0.5, 0.0], [1.1, -1.0, -0.7], [-0.2, -0.1, -0.1], [0.4, -0.4, 0.0], [-0.1, 0.1, 0.3], [0.1, -0.3, -0.1], [0.3, 0.2, 0.2], [-0.1, 0.2, 0.0], [0.4, 0.2, 0.4], [0.5, -0.1, -1.1], [0.1, -0.3, 0.3], [-0.2, -0.3, 0.0], [-0.3, 0.2, 0.2], [0.0, 0.2, -0.3], [-0.2, -0.1, 0.2], [0.3, 0.1, 0.2], [0.0, 0.1, 0.6], [0.3, 1.1, 0.3], [0.0, 0.3, -0.1], [0.8, -0.3, 0.1], [-0.7, -1.9, -2.0], [-0.9, 0.1, 0.2], [0.4, 0.6, 0.9], [0.2, 0.5, 0.0], [0.0, -0.2, 0.3], [0.1, 0.2, -0.2], [0.2, -0.1, 0.1], [-0.2, -0.1, 0.0], [0.2, -0.1, 0.0], [0.0, -0.1, -0.2], [-0.1, 0.0, 0.2], [0.1, 0.0, -0.2], [-0.2, 0.1, -0.1], [0.0, -0.1, 0.2], [0.2, 0.3, -0.1], [-0.3, 0.1, -0.1], [-0.1, -0.2, -0.2]]}